Entry 1:
{"formula": "C25H41BF10N8O8S", "method": "ωB97M-V with the def2-TZVPD basis set", "species": ["C", "C", "N", "C", "C", "C", "C", "O", "O", "O", "C", "C", "N", "C", "O", "C", "N", "C", "N", "C", "S", "O", "C", "C", "C", "C", "N", "N", "N", "C", "F", "F", "C", "F", "F", "C", "F", "F", "F", "B", "O", "N", "C", "C", "H", "H", "H", "H", "H", "H", "H", "H", "H", "H", "H", "H", "H", "H", "H", "H", "H", "H", "H", "H", "H", "H", "H", "H", "H", "H", "H", "H", "H", "H", "H", "H", "H", "H", "H", "H", "C", "C", "O", "C", "O", "C", "F", "F", "F", "H", "H", "H", "H", "H"], "coordinates": [[3.20, 1.32, -2.91], [2.83, 0.22, -1.71], [3.24, 0.86, -0.42], [2.61, 0.16, 0.82], [3.14, -1.37, 0.68], [3.27, -2.25, 2.05], [4.05, -3.66, 1.60], [4.30, -3.97, 0.30], [4.47, -4.66, 2.61], [1.20, 0.42, 0.67], [0.25, -0.33, 1.45], [-0.36, -1.59, 0.53], [0.29, -2.92, 0.81], [-0.68, -3.97, 1.31], [0.57, -0.68, 2.82], [-0.49, -1.40, 3.53], [-1.47, -1.92, 4.21], [-1.07, 0.71, 1.56], [-0.82, 1.69, 2.68], [-0.21, 2.85, 2.22], [1.10, 3.99, 2.11], [-1.32, 1.47, 0.34], [-2.74, 1.66, 0.04], [-3.46, 0.35, -0.70], [-3.64, 2.38, 1.19], [-4.36, 1.57, 2.34], [-5.76, 2.22, 2.53], [-4.64, 0.11, 2.22], [-3.71, 1.76, 3.73], [-2.74, 2.79, -1.21], [-4.09, 2.86, -1.89], [-2.54, 4.17, -0.63], [-1.65, 2.57, -2.37], [-1.12, 1.21, -2.60], [-2.31, 2.97, -3.67], [-0.31, 3.57, -2.30], [-0.62, 4.97, -2.69], [0.60, 3.05, -3.39], [0.46, 3.44, -1.04], [3.36, 1.02, 2.05], [4.18, 2.26, 1.79], [3.23, 0.65, 3.53], [2.59, 1.75, 4.35], [4.69, 0.64, 4.03], [2.37, 1.21, -3.73], [4.27, 1.04, -3.36], [3.22, 2.42, -2.45], [1.70, -0.01, -1.84], [3.47, -0.75, -2.00], [4.28, 0.80, -0.37], [2.58, -2.04, -0.11], [4.26, -1.28, 0.26], [3.95, -1.80, 2.89], [2.27, -2.62, 2.53], [3.76, -5.40, 2.67], [-1.52, -1.74, 0.78], [-0.25, -1.32, -0.61], [0.72, -3.34, -0.05], [-0.13, -4.81, 1.96], [-1.51, -3.53, 2.04], [-1.28, -4.53, 0.46], [-2.05, 0.11, 1.80], [-3.43, 0.39, -1.87], [-4.61, 0.44, -0.40], [-3.10, -0.68, -0.26], [-4.46, 3.04, 0.63], [-2.93, 3.19, 1.70], [-6.27, 1.89, 1.66], [-6.24, 1.66, 3.30], [-5.42, -0.13, 1.56], [-4.86, -0.37, 3.12], [-3.32, 0.84, 4.08], [-4.42, 2.13, 4.42], [3.63, 2.89, 1.23], [2.96, 1.60, 5.47], [2.95, 2.85, 4.05], [1.41, 1.73, 4.28], [4.85, -0.21, 4.82], [5.39, 0.35, 3.11], [5.06, 1.70, 4.38], [-1.24, -0.04, -5.30], [-1.20, -0.98, -6.49], [-0.33, -2.09, -6.22], [-0.87, -3.11, -5.48], [-2.02, -3.11, -5.05], [0.13, -4.25, -5.32], [1.38, -3.81, -4.99], [0.28, -4.98, -6.46], [-0.22, -5.14, -4.35], [-0.22, 0.27, -5.02], [-1.83, 0.85, -5.52], [-1.67, -0.53, -4.42], [-0.78, -0.45, -7.35], [-2.20, -1.32, -6.77]], "total_energy_ev": -93561.03300, "gap_ev": 8.2, "lumo_ev": -0.8645}

Entry 2:
{"formula": "C8H12O5Tl", "method": "ωB97M-V with the def2-TZVPD basis set", "species": ["O", "C", "C", "C", "O", "O", "Tl", "H", "H", "H", "H", "C", "C", "C", "C", "O", "C", "O", "H", "H", "H", "H", "H", "H", "H", "H"], "coordinates": [[0.74, 1.06, -3.08], [2.45, -0.31, -3.24], [3.09, 0.29, -2.13], [1.36, 1.74, -1.62], [0.82, 1.53, -0.44], [1.57, 2.90, -1.95], [1.05, 3.71, -4.66], [3.04, -0.38, -4.16], [1.89, -1.22, -3.03], [3.07, -0.28, -1.20], [3.79, 1.10, -2.38], [0.23, 0.32, -0.06], [-0.55, 0.26, 1.01], [-0.88, -1.06, 1.65], [-2.35, -1.28, 1.96], [-2.75, -0.57, 3.14], [-3.06, -1.30, 4.18], [-3.30, -0.45, 5.16], [0.61, -0.58, -0.56], [-0.85, 1.19, 1.51], [-0.10, 0.59, -2.94], [-0.31, -1.16, 2.59], [-0.55, -1.87, 1.00], [-2.55, -2.35, 2.12], [-2.99, -0.91, 1.15], [-3.48, -0.95, 5.96]], "total_energy_ev": -23408.75561, "charge": 1, "gap_ev": 6.5, "lumo_ev": -4.4464}